# 1
A molecular structure, C42H41BHgN8O3S, computed with ωB97M-V with the def2-TZVPD basis set.

Summary:
spin multiplicity = 2
HOMO level (alpha / beta) = -3.561 / -4.987 eV
calculated total energy = -2865.49358 hartree
Kohn-Sham gap (alpha / beta) = 0.2127 / 0.2550 Ha
molar mass = 949.31 g mol⁻¹
expectation value of S² = 0.7579
net charge = -1
LUMO (alpha / beta) = 0.0819 / 0.0717 hartree

Positions of all 97 atoms, in Å:
Hg: -0.95572 -0.97007 0.05861
C: 2.59561 4.26237 1.69056
C: 2.42628 3.08333 0.78556
C: 3.29631 2.61990 -0.17376
C: 2.64715 1.49150 -0.72149
N: 1.48245 1.28812 -0.13369
N: 1.34324 2.26082 0.78801
B: 0.10784 2.40906 1.71577
N: -1.19373 2.54837 0.88655
N: -1.49294 1.68703 -0.10716
C: -2.57238 2.15607 -0.71114
C: -3.00077 3.34734 -0.09415
C: -2.09981 3.55540 0.92678
C: -2.06284 4.66960 1.92041
C: -3.12983 1.45685 -1.88013
C: -4.48565 1.53460 -2.18449
C: -5.00545 0.86096 -3.28029
C: -4.17373 0.10015 -4.09088
C: -2.81719 0.02642 -3.79966
C: -2.29790 0.70337 -2.70700
N: 0.06526 1.22941 2.72450
N: 0.18155 -0.04955 2.31402
C: 0.24299 -0.80019 3.40324
C: 0.16018 0.00328 4.55580
C: 0.03430 1.29009 4.07532
C: -0.10569 2.56165 4.84641
C: 0.37453 -2.26210 3.28806
C: -0.15229 -3.10380 4.26386
C: -0.05928 -4.48213 4.13439
C: 0.56024 -5.03727 3.02308
C: 1.09158 -4.20359 2.04731
C: 1.00583 -2.82654 2.18036
C: 3.10663 0.61640 -1.81393
C: 2.22294 -0.26113 -2.44420
C: 2.64826 -1.05776 -3.49617
C: 3.96424 -1.00216 -3.93858
C: 4.85417 -0.14181 -3.30850
C: 4.42753 0.65811 -2.25804
H: 3.55727 4.73058 1.48340
H: 2.57196 3.96977 2.74125
H: 1.80981 5.00381 1.53952
H: 4.24210 3.05841 -0.44864
H: 0.25315 3.41900 2.34484
H: -3.83873 3.97382 -0.35552
H: -2.87450 5.36360 1.70903
H: -1.11761 5.21267 1.88254
H: -2.19258 4.30068 2.93905
H: -5.14158 2.11262 -1.54382
H: -6.06536 0.91935 -3.49491
H: -4.58086 -0.43282 -4.94131
H: -2.15678 -0.55373 -4.43366
H: -1.23845 0.66262 -2.48338
H: 0.20020 -0.30420 5.58907
H: -0.03511 2.34558 5.91172
H: -1.07060 3.03652 4.65722
H: 0.67029 3.28095 4.58316
H: -0.65756 -2.67326 5.12115
H: -0.48980 -5.12426 4.89279
H: 0.61742 -6.11301 2.91240
H: 1.57585 -4.62730 1.17623
H: 1.42168 -2.17180 1.42392
H: 1.19808 -0.30849 -2.09236
H: 1.93933 -1.72344 -3.97387
H: 4.29436 -1.62132 -4.76380
H: 5.88552 -0.09100 -3.63663
H: 5.13445 1.31846 -1.77073
O: -4.13227 2.78826 6.15894
C: -4.45153 3.01593 4.85463
O: -4.97090 4.06007 4.55946
C: -4.12019 1.92760 3.89950
C: -3.22447 0.89793 4.19297
C: -2.97772 -0.10817 3.28058
C: -3.61588 -0.13100 2.03428
S: -3.36060 -1.44123 0.90292
C: -4.49897 0.91940 1.74221
C: -4.74709 1.92571 2.65553
H: -3.79987 1.88601 6.24698
H: -2.65903 0.89535 5.12135
H: -2.26990 -0.89079 3.50859
H: -4.98036 0.92320 0.77419
H: -5.41997 2.74178 2.42208
N: -0.76228 -3.83875 -1.36705
C: -0.19312 -3.95936 -2.36525
N: 0.49581 -4.03462 -3.51070
C: -0.26269 -4.20495 -4.75172
C: -0.41625 -5.68091 -5.07111
O: 0.85231 -6.32134 -5.11128
C: 1.52280 -6.22143 -3.86341
C: 1.76463 -4.76987 -3.49496
H: 0.29347 -3.71253 -5.55277
H: -1.23261 -3.72258 -4.64264
H: -0.86260 -5.81764 -6.05492
H: -1.05108 -6.16126 -4.31636
H: 2.46322 -6.76093 -3.97023
H: 0.92329 -6.70169 -3.07868
H: 2.43194 -4.29738 -4.21881
H: 2.20846 -4.68423 -2.50466

Forces on atoms 1 to 3 (eV/Å):
Hg -0.1 0.2 0.1
C -0.1 -0.1 -0.1
C 0.0 -0.1 0.0

In elementary charge units, the Löwdin charges are:
1 Hg 0.70
2 C -0.04
3 C -0.28
4 C 0.01
5 C -0.26
6 N 0.12
7 N 0.02
8 B -0.50
9 N 0.04
10 N 0.07
11 C -0.28
12 C 0.01
13 C -0.28
14 C -0.02
15 C -0.17
16 C -0.04
17 C -0.09
18 C -0.11
19 C -0.09
20 C -0.06
21 N 0.04
22 N 0.07
23 C -0.29
24 C 0.00
25 C -0.29
26 C -0.02
27 C -0.18
28 C -0.04
29 C -0.09
30 C -0.10
31 C -0.09
32 C -0.07
33 C -0.16
34 C -0.03
35 C -0.10
36 C -0.11
37 C -0.10
38 C -0.04
39 H 0.07
40 H 0.07
41 H 0.07
42 H 0.10
43 H 0.10
44 H 0.11
45 H 0.08
46 H 0.07
47 H 0.07
48 H 0.11
49 H 0.09
50 H 0.09
51 H 0.09
52 H 0.08
53 H 0.11
54 H 0.08
55 H 0.07
56 H 0.07
57 H 0.11
58 H 0.09
59 H 0.09
60 H 0.09
61 H 0.09
62 H 0.06
63 H 0.08
64 H 0.09
65 H 0.09
66 H 0.10
67 O 0.09
68 C -0.49
69 O 0.09
70 C -0.16
71 C -0.04
72 C -0.11
73 C -0.71
74 S 0.43
75 C -0.11
76 C -0.02
77 H 0.08
78 H 0.10
79 H 0.08
80 H 0.09
81 H 0.12
82 N 0.15
83 C -0.31
84 N -0.11
85 C -0.13
86 C -0.19
87 O -0.13
88 C -0.19
89 C -0.13
90 H 0.13
91 H 0.13
92 H 0.13
93 H 0.13
94 H 0.13
95 H 0.13
96 H 0.12
97 H 0.13

=====

# 2
A molecular structure, C2H4O2, computed with ωB97M-V with the def2-TZVPD basis set.

Summary:
HOMO level = -10.761 eV
calculated total energy = -228.96917 hartree
Kohn-Sham gap = 0.4209 Ha
molar mass = 60.05 g mol⁻¹
LUMO = 0.0254 hartree

Positions of all 8 atoms, in Å:
C: -0.56558 -0.88448 -0.16524
C: 0.80806 1.16317 0.17081
H: -0.48768 -0.77916 -1.08683
H: 0.25403 -1.58882 0.40354
H: -1.87422 -1.20773 0.12385
H: 0.95112 0.86281 -0.76946
O: -0.37171 0.56046 0.40305
O: 1.28598 1.87374 0.92029

Forces on atoms 1 to 3 (eV/Å):
C -2.3 -0.2 11.3
C -4.1 -2.8 -0.1
H 0.9 0.3 -8.5

In elementary charge units, the natural (NBO) charges are:
1 C -0.22
2 C 0.66
3 H 0.14
4 H 0.21
5 H 0.22
6 H 0.08
7 O -0.57
8 O -0.51

=====

# 3
3 unconnected molecules or ions with the total composition C29H62BFN2O16PS, computed with ωB97M-V with the def2-TZVPD basis set.

Summary:
HOMO level = -5.853 eV
calculated total energy = -3319.65358 hartree
Kohn-Sham gap = 0.2935 Ha
molar mass = 787.66 g mol⁻¹
net charge = -1
LUMO = 0.0784 hartree

Positions of all 113 atoms, in Å:
C: -0.66043 -0.50167 1.56373
C: -1.24216 -1.01402 0.28025
O: -1.86644 -0.32138 -0.52719
O: -1.03994 -2.35982 -0.00340
C: 0.34352 -2.70345 -0.11113
C: 1.14635 -1.80655 -1.06505
C: 2.32492 -1.09515 -0.37622
C: 2.62061 0.31581 -0.94508
C: 2.66291 1.41038 0.13007
C: 2.00537 2.73876 -0.24100
C: 0.47293 2.71956 -0.46993
C: -0.23596 3.59195 0.57732
C: -1.50402 4.29502 0.11745
C: -1.47672 5.84430 0.16835
O: -0.39135 6.44538 0.91732
N: -0.71842 6.59918 2.27810
O: -0.04712 5.93832 2.96386
O: -1.84531 4.03612 -1.22478
B: -3.30680 3.84400 -1.42609
C: -3.72982 4.97948 -2.55756
S: -2.85808 4.82892 -4.08507
O: -1.96849 3.70795 -4.13346
O: -3.82140 4.87984 -5.16393
O: -3.70719 2.49184 -1.73944
C: -5.08419 2.28994 -1.84396
C: -5.70788 1.68447 -0.60630
C: -5.11844 0.35692 -0.20565
O: -7.11520 1.55660 -0.86234
O: -3.80084 4.19662 -0.03307
C: -2.82152 3.76442 0.80536
F: -2.74907 2.40439 0.97561
P: -3.28814 4.38384 2.49444
N: -2.52152 3.61278 3.64514
H: -0.55428 -1.29388 2.29795
H: -1.24719 0.31239 1.96890
H: 0.33101 -0.11463 1.34476
H: 0.79109 -2.72270 0.88327
H: 0.36166 -3.70962 -0.50861
H: 0.52152 -1.12434 -1.62898
H: 1.60160 -2.47310 -1.79142
H: 3.21625 -1.70367 -0.49306
H: 2.16121 -1.03451 0.69505
H: 1.95846 0.54666 -1.77234
H: 3.62011 0.24759 -1.36500
H: 2.28838 1.06564 1.09197
H: 3.71418 1.63832 0.30099
H: 2.47681 3.06394 -1.16699
H: 2.27608 3.46782 0.51812
H: 0.10735 1.69839 -0.41284
H: 0.29162 3.04680 -1.48440
H: -0.46669 2.95397 1.42542
H: 0.48939 4.30252 0.94945
H: -1.31956 6.16327 -0.85050
H: -2.41273 6.26845 0.51701
H: -3.48978 5.94847 -2.12549
H: -4.78075 4.98597 -2.82591
H: -2.14980 5.98842 -4.18118
H: -5.65600 3.18571 -2.09970
H: -5.25519 1.57903 -2.65737
H: -5.60229 2.36957 0.23411
H: -5.73816 -0.06020 0.58973
H: -5.07802 -0.33192 -1.04529
H: -4.12180 0.45566 0.19597
H: -7.46542 0.94421 -0.21851
H: -4.67658 4.14627 2.55550
H: -3.12612 5.78043 2.52240
H: -1.99542 4.26152 4.21869
C: 7.02737 2.90038 5.37785
O: 6.82306 1.51924 5.19245
C: 6.93400 0.78454 6.39847
C: 6.13728 -0.49853 6.32565
O: 4.74220 -0.32433 6.50957
C: 4.00830 0.24895 5.43463
C: 3.82377 -0.67229 4.25146
O: 4.99302 -0.70533 3.44927
C: 5.06343 -1.86896 2.65967
H: 8.04188 3.10664 5.74000
H: 6.89035 3.38641 4.41410
H: 6.29634 3.31296 6.08303
H: 6.58055 1.38238 7.24683
H: 7.99468 0.53904 6.55289
H: 6.45408 -1.12694 7.16161
H: 6.35235 -1.04493 5.40523
H: 4.43788 1.20323 5.12626
H: 3.01909 0.45285 5.84860
H: 2.99214 -0.30420 3.63459
H: 3.58205 -1.68014 4.61074
H: 5.07649 -2.76886 3.28732
H: 5.98924 -1.83154 2.08859
H: 4.21640 -1.91753 1.96555
C: 1.23639 -7.91797 -5.18653
O: 0.10050 -7.09229 -5.26663
C: -1.00801 -7.74720 -5.85914
C: -2.31290 -7.13840 -5.39718
O: -2.71430 -7.54498 -4.09880
C: -2.01326 -6.98342 -2.99637
C: -2.33223 -5.52884 -2.73619
O: -1.62290 -4.69250 -3.63004
C: -2.23731 -3.42447 -3.77009
H: 1.58470 -8.21365 -6.18379
H: 2.02267 -7.35064 -4.69210
H: 1.02734 -8.81569 -4.59173
H: -0.99887 -8.81546 -5.61097
H: -0.92781 -7.63395 -6.94969
H: -3.09678 -7.50877 -6.06223
H: -2.29554 -6.05067 -5.48499
H: -0.93700 -7.13936 -3.09167
H: -2.35274 -7.55498 -2.12966
H: -2.03573 -5.27041 -1.70979
H: -3.41203 -5.37012 -2.84314
H: -3.25779 -3.52753 -4.15714
H: -1.65519 -2.84454 -4.48266
H: -2.25817 -2.89435 -2.81197

Forces on atoms 1 to 3 (eV/Å):
C 0.1 -0.2 0.0
C -1.7 1.3 -2.3
O 1.5 -1.9 2.2

Atom charges from the Löwdin analysis, given in e for atoms 1 to 99:
1 C 0.03
2 C -0.47
3 O 0.11
4 O -0.05
5 C -0.18
6 C -0.15
7 C -0.20
8 C -0.18
9 C -0.21
10 C -0.19
11 C -0.14
12 C -0.08
13 C -0.35
14 C -0.09
15 O -0.12
16 N -0.05
17 O 0.07
18 O 0.03
19 B -0.91
20 C -0.13
21 S 0.66
22 O -0.33
23 O -0.39
24 O 0.05
25 C -0.18
26 C -0.41
27 C -0.03
28 O -0.05
29 O 0.04
30 C -0.59
31 F 0.04
32 P 0.82
33 N -0.31
34 H 0.09
35 H 0.09
36 H 0.06
37 H 0.11
38 H 0.11
39 H 0.11
40 H 0.11
41 H 0.10
42 H 0.07
43 H 0.11
44 H 0.10
45 H 0.09
46 H 0.10
47 H 0.11
48 H 0.10
49 H 0.10
50 H 0.11
51 H 0.11
52 H 0.08
53 H 0.13
54 H 0.11
55 H 0.08
56 H 0.08
57 H 0.06
58 H 0.12
59 H 0.14
60 H 0.13
61 H 0.08
62 H 0.09
63 H 0.05
64 H 0.06
65 H 0.01
66 H 0.00
67 H -0.07
68 C -0.11
69 O -0.20
70 C -0.21
71 C -0.19
72 O -0.13
73 C -0.18
74 C -0.20
75 O -0.20
76 C -0.11
77 H 0.09
78 H 0.09
79 H 0.09
80 H 0.13
81 H 0.13
82 H 0.13
83 H 0.12
84 H 0.12
85 H 0.13
86 H 0.12
87 H 0.13
88 H 0.09
89 H 0.09
90 H 0.07
91 C -0.12
92 O -0.20
93 C -0.21
94 C -0.19
95 O -0.13
96 C -0.18
97 C -0.21
98 O -0.20
99 C -0.09

=====

# 4
A molecular structure, C17H31Cl3FeO2P2, computed with ωB97M-V with the def2-TZVPD basis set.

Summary:
spin multiplicity = 5
HOMO level (alpha / beta) = -5.275 / -6.928 eV
calculated total energy = -4143.56542 hartree
Kohn-Sham gap (alpha / beta) = 0.1772 / 0.2377 Ha
molar mass = 491.59 g mol⁻¹
expectation value of S² = 6.0400
LUMO (alpha / beta) = -0.0167 / -0.0169 hartree

Positions of all 56 atoms, in Å:
P: -0.11684 -1.75714 -1.93684
P: -0.06977 1.65472 -1.70795
C: -0.28106 -0.64659 -3.42553
C: 0.23512 0.79496 -3.34424
H: -1.33704 -0.75741 -3.73221
H: 0.30391 -1.21063 -4.15453
H: 1.26338 0.89714 -3.73646
H: -0.42080 1.37326 -3.99057
C: -1.81202 2.03965 -1.73543
H: -2.07365 2.27554 -0.69726
H: -2.39088 1.18218 -2.09718
H: -2.00640 2.91286 -2.37822
C: 0.87546 3.21563 -1.67410
H: 0.49455 3.90743 -2.44023
H: 1.94141 2.97968 -1.82480
H: 0.72386 3.61991 -0.65664
C: -1.09875 -3.21414 -2.11929
H: -0.99578 -3.85948 -1.23346
H: -0.73651 -3.71859 -3.01919
H: -2.14396 -2.90104 -2.23448
C: 1.74796 -2.11671 -2.01094
H: 2.44317 -1.56630 -1.30698
H: 2.15124 -1.99382 -3.01505
H: 1.71180 -3.17052 -1.71235
Fe: 1.29593 -0.03420 -1.39924
C: 0.64858 1.58454 -6.23893
C: -0.68526 1.68236 -6.13908
C: -1.63405 0.95125 -7.03448
C: -1.26304 -0.49892 -7.41703
C: -0.48973 -1.27480 -6.38869
C: 0.85437 -1.36233 -6.32653
C: 1.76111 -0.54526 -7.20045
C: 1.34970 0.94326 -7.40008
C: -0.43412 -1.26910 -0.21697
H: 1.32956 2.08453 -5.52888
H: -1.14964 2.40710 -5.46489
H: -1.79015 1.52022 -7.96029
H: -2.62066 0.94009 -6.56057
H: -2.20016 -1.04684 -7.59686
H: -0.73830 -0.48726 -8.38720
H: -1.12173 -1.91104 -5.75246
H: 1.34545 -2.14266 -5.73495
H: 1.86588 -1.00407 -8.19877
H: 2.77270 -0.56514 -6.77464
H: 2.26794 1.51798 -7.60464
H: 0.73634 1.01528 -8.31716
H: 0.52118 -1.04516 0.29199
H: -0.85353 -2.18025 0.23526
H: -1.11930 -0.47213 0.03334
Cl: 2.19312 3.07048 2.72501
C: 1.12141 1.78773 2.63046
Cl: 2.51964 0.78828 0.26264
Cl: 1.36622 0.31646 3.38931
C: -0.43581 2.15232 2.33879
O: -0.87815 2.68341 3.35330
O: -0.87482 1.85598 1.20552

Forces on atoms 1 to 3 (eV/Å):
P 1.7 3.0 0.7
P 0.5 -0.1 0.8
C -1.1 -1.3 0.4

In elementary charge units, the natural (NBO) charges are:
1 P 1.47
2 P 0.93
3 C -0.73
4 C -0.81
5 H 0.24
6 H 0.29
7 H 0.25
8 H 0.29
9 C -0.98
10 H 0.32
11 H 0.23
12 H 0.23
13 C -0.94
14 H 0.22
15 H 0.26
16 H 0.29
17 C -1.01
18 H 0.27
19 H 0.25
20 H 0.27
21 C -1.00
22 H 0.29
23 H 0.25
24 H 0.28
25 Fe 0.59
26 C -0.18
27 C -0.19
28 C -0.44
29 C -0.45
30 C -0.17
31 C -0.20
32 C -0.45
33 C -0.45
34 C -1.02
35 H 0.20
36 H 0.21
37 H 0.23
38 H 0.21
39 H 0.22
40 H 0.21
41 H 0.19
42 H 0.20
43 H 0.23
44 H 0.21
45 H 0.23
46 H 0.21
47 H 0.30
48 H 0.25
49 H 0.33
50 Cl 0.03
51 C -0.27
52 Cl -0.64
53 Cl 0.01
54 C 0.76
55 O -0.68
56 O -0.82